Entry from the OMol25 dataset: the molecule C22H31N3O5 (ωB97M-V/def2-TZVPD).

CARTESIAN COORDINATES (ANGSTROEM)
C -4.87 4.32 -3.67
C -3.86 3.48 -4.44
O -2.65 3.31 -3.70
C -2.66 2.31 -2.78
O -3.58 1.55 -2.61
N -1.51 2.28 -2.07
C -0.39 3.16 -2.36
C 0.56 3.20 -1.17
C 1.15 1.82 -0.88
N 1.49 1.73 0.52
C 2.64 1.17 0.97
O 3.53 0.79 0.23
C 2.70 1.04 2.48
C 2.01 -0.26 2.93
C 0.57 -0.30 2.45
O -0.20 0.62 2.68
N 0.13 -1.41 1.79
C -1.30 -1.67 1.75
C -1.57 -2.93 2.58
C -1.21 -2.72 4.05
O -0.87 -4.04 2.05
C 0.34 -3.79 1.47
C 1.04 -4.88 0.98
C 2.25 -4.71 0.33
C 2.77 -3.43 0.13
C 4.05 -3.24 -0.62
C 2.07 -2.34 0.61
C 0.88 -2.51 1.32
C 0.16 0.71 -1.28
C -1.28 1.20 -1.14
H -5.75 4.48 -4.28
H -5.16 3.80 -2.76
H -4.44 5.28 -3.40
H -4.28 2.49 -4.66
H -3.55 3.98 -5.36
H 0.14 2.82 -3.26
H -0.78 4.16 -2.57
H 0.00 3.54 -0.30
H 1.35 3.92 -1.36
H 2.09 1.67 -1.42
H 0.75 1.90 1.19
H 2.20 1.89 2.95
H 3.74 1.02 2.79
H 2.57 -1.13 2.60
H 1.96 -0.27 4.02
H -1.61 -1.84 0.71
H -1.83 -0.81 2.15
H -2.63 -3.20 2.51
H -1.77 -1.88 4.46
H -0.14 -2.50 4.15
H -1.43 -3.62 4.62
H 0.62 -5.86 1.11
H 2.78 -5.57 -0.04
H 3.96 -3.60 -1.64
H 4.32 -2.18 -0.65
H 4.86 -3.79 -0.14
H 2.44 -1.35 0.42
H 0.32 -0.17 -0.66
H 0.33 0.42 -2.32
H -1.99 0.41 -1.37
H -1.46 1.53 -0.11

Computed properties:
* spin multiplicity: 1
* E_LUMO: 0.02617 hartree
* relative energy (zero: lowest compared OMol25 entry of this formula, charge and spin): 3.88 kcal/mol
* net charge: 0

Mulliken atomic charge list, values in e, 6 entries:
1 C -1.1044
2 C -0.2876
3 O -0.4152
4 C 0.5515
5 O -0.6600
6 N 0.3212



Entry from the OMol25 dataset: the molecule C22H31N3S3 (ωB97M-V/def2-TZVPD).

CARTESIAN COORDINATES (ANGSTROEM)
C -0.83 5.06 -0.26
S -2.36 4.82 0.69
C -2.77 3.12 0.44
C -3.99 2.69 0.95
C -4.36 1.37 0.81
C -3.53 0.46 0.18
C -2.32 0.89 -0.35
N -1.41 0.01 -0.95
C -1.68 -1.06 -1.74
S -3.20 -1.35 -2.34
N -0.62 -1.84 -2.07
C 0.65 -1.76 -1.37
C 0.55 -2.16 0.11
C 1.81 -1.73 0.86
N 2.03 -0.29 0.77
C 1.19 0.45 1.70
C 1.32 1.95 1.44
C 2.77 2.40 1.62
C 2.93 3.89 1.32
C 3.64 1.55 0.71
C 3.42 0.06 0.98
C -0.81 -3.01 -2.91
C -0.92 -4.26 -2.11
C -1.99 -4.71 -1.41
C -1.73 -5.91 -0.71
C -0.47 -6.36 -0.89
S 0.44 -5.32 -1.92
C -1.94 2.22 -0.21
H -0.61 6.13 -0.20
H -0.99 4.78 -1.30
H -0.02 4.50 0.19
H -4.63 3.40 1.45
H -5.31 1.04 1.21
H -3.83 -0.57 0.08
H -0.45 0.32 -0.90
H 1.07 -0.75 -1.43
H 1.35 -2.44 -1.87
H 0.44 -3.24 0.20
H -0.33 -1.70 0.56
H 1.75 -2.07 1.91
H 2.67 -2.23 0.40
H 0.15 0.15 1.57
H 1.47 0.24 2.75
H 0.65 2.49 2.11
H 1.02 2.15 0.41
H 3.06 2.22 2.66
H 2.29 4.48 1.97
H 2.67 4.10 0.29
H 3.96 4.20 1.48
H 4.70 1.79 0.85
H 3.39 1.76 -0.33
H 4.03 -0.53 0.29
H 3.75 -0.17 2.01
H -1.73 -2.85 -3.48
H 0.04 -3.07 -3.61
H -2.93 -4.19 -1.40
H -2.46 -6.41 -0.10
H 0.00 -7.24 -0.49
H -0.99 2.53 -0.63

Computed properties:
* spin multiplicity: 1
* E_LUMO: 0.02167 hartree
* relative energy (zero: lowest compared OMol25 entry of this formula, charge and spin): 3.34 kcal/mol
* net charge: 0

Mulliken atomic charge list, values in e, 6 entries:
1 C -0.3981
2 S -0.1233
3 C 0.7408
4 C -0.7010
5 C -0.9968
6 C -0.3860



Entry from the OMol25 dataset: the molecule C22H31N5O (ωB97M-V/def2-TZVPD).

CARTESIAN COORDINATES (ANGSTROEM)
C 1.71 0.26 -8.49
C 0.94 -0.90 -7.88
N 1.21 -1.02 -6.47
C 0.66 -0.31 -5.46
C 1.28 -0.71 -4.30
C 1.13 -0.19 -2.92
O 2.06 0.31 -2.32
N -0.12 -0.25 -2.39
C -1.21 -1.06 -2.88
C -1.41 -2.28 -1.98
C -1.64 -1.84 -0.53
C -0.45 -0.98 -0.07
N -0.55 -0.65 1.33
C 0.71 -0.27 1.95
C 0.54 -0.27 3.46
N -0.49 0.68 3.83
C -0.51 1.10 5.17
C -1.52 0.72 6.06
C -1.53 1.17 7.36
C -0.54 2.02 7.81
C 0.45 2.43 6.93
C 0.48 2.00 5.61
C 1.53 2.52 4.68
C -1.75 0.29 3.22
C -1.57 0.32 1.70
C -0.32 0.22 -1.03
C 2.22 -1.67 -4.73
N 2.15 -1.85 -6.03
H 1.51 0.32 -9.56
H 2.78 0.12 -8.34
H 1.42 1.20 -8.03
H 1.25 -1.84 -8.34
H -0.13 -0.77 -8.02
H -0.11 0.41 -5.64
H -0.99 -1.38 -3.90
H -2.12 -0.45 -2.89
H -2.26 -2.86 -2.33
H -0.52 -2.92 -2.03
H -1.73 -2.70 0.12
H -2.56 -1.27 -0.48
H 0.46 -1.58 -0.18
H 1.47 -1.00 1.67
H 1.04 0.73 1.62
H 1.48 0.01 3.94
H 0.27 -1.28 3.79
H -2.29 0.04 5.72
H -2.32 0.86 8.03
H -0.54 2.38 8.83
H 1.21 3.12 7.27
H 1.17 2.49 3.66
H 2.44 1.93 4.75
H 1.78 3.54 4.94
H -2.52 1.01 3.51
H -2.06 -0.72 3.51
H -2.51 0.05 1.23
H -1.29 1.34 1.40
H 0.54 0.84 -0.77
H -1.23 0.83 -1.01
H 2.91 -2.23 -4.13

Computed properties:
* spin multiplicity: 1
* E_LUMO: 0.02562 hartree
* relative energy (zero: lowest compared OMol25 entry of this formula, charge and spin): 0.56 kcal/mol
* net charge: 0

Mulliken atomic charge list, values in e, 6 entries:
1 C -1.0841
2 C -0.5200
3 N 0.8677
4 C -0.5823
5 C 0.1901
6 C 0.8926